A molecular structure, C23H32F4N4O2S3V in a non-equilibrium geometry. Source: OMol25; level of theory: wB97M-V/def2-TZVPD.

Orbital gap (spin up / spin down), eV: 7.4 / 7.4
E_HOMO (spin up / spin down), eV: -9.95 / -10.31
Spin multiplicity: 3
Net charge: +1
Relative energy (zero: lowest compared OMol25 entry of this formula, charge and spin), kcal per mole: 41.81

CARTESIAN COORDINATES (ANGSTROEM)
C (-0.025, 5.168, -0.781)
F (1.710, 3.471, 1.890)
H (-0.612, -4.527, -2.919)
H (3.797, -0.922, 3.954)
F (-1.435, 4.337, -2.486)
H (3.447, 1.149, -3.901)
H (-0.967, -0.702, 5.673)
H (2.672, -2.513, 0.728)
F (0.415, 1.361, 0.707)
H (-3.158, -0.255, -2.444)
H (-1.824, -1.717, 3.630)
H (2.523, 1.333, 4.901)
C (1.600, -2.694, 2.605)
H (4.179, 0.723, 3.429)
C (1.258, 0.518, -1.809)
H (0.018, -3.743, -0.713)
C (-0.961, -3.123, -4.504)
H (1.392, -3.749, 2.416)
H (-0.872, 0.220, -4.013)
O (1.657, -0.419, -1.142)
C (-0.361, -0.642, 4.768)
O (1.846, 1.315, -2.618)
V (-0.351, -0.055, -1.023)
C (-2.564, 0.594, 0.727)
H (1.453, 0.922, 3.554)
C (-3.125, 0.456, -1.616)
H (-2.326, 1.785, -3.147)
C (0.803, 4.980, 0.319)
H (-2.378, -1.962, 0.571)
H (3.748, 2.093, -2.422)
C (-0.841, -0.845, -3.818)
H (-0.545, -2.748, 4.304)
C (0.338, 2.631, 0.176)
H (1.786, -2.546, 3.667)
H (-4.160, 0.680, -1.322)
F (-0.205, 6.407, -1.243)
H (-0.524, 0.323, 4.291)
H (3.651, 0.308, -2.321)
H (-1.890, 0.194, 1.488)
C (-2.901, -1.516, -0.275)
H (-3.976, -1.497, -0.047)
H (-3.596, 0.524, 1.089)
C (-0.501, 2.776, -0.951)
H (-2.753, -2.143, -1.155)
C (2.197, 0.528, 4.243)
C (0.966, 3.690, 0.797)
N (-1.074, 1.670, -1.450)
C (-2.380, 1.734, -2.051)
S (0.077, -1.756, 2.218)
C (2.789, -2.246, 1.780)
N (-0.216, -2.787, -0.934)
C (3.275, 1.199, -2.827)
C (-1.007, -1.768, -4.827)
H (0.284, -2.086, -0.392)
C (-0.665, 4.108, -1.403)
N (-2.387, -0.167, -0.514)
C (-0.689, -3.489, -3.202)
H (-1.165, -1.446, -5.842)
S (3.037, -0.438, 1.734)
C (3.392, -0.030, 3.480)
H (-2.332, 1.648, 0.582)
H (1.294, 5.817, 0.783)
C (-0.490, -2.494, -2.238)
H (-1.118, -3.873, -5.263)
N (-0.629, -1.191, -2.541)
S (1.378, -0.699, 5.339)
H (-2.927, 2.619, -1.706)
H (3.699, -2.711, 2.164)
C (-0.755, -1.782, 3.845)

Löwdin atomic charge list, values in e, 6 entries: atom 1 (C): -0.21, atom 2 (F): 0.10, atom 3 (H): 0.12, atom 4 (H): 0.07, atom 5 (F): 0.09, atom 6 (H): 0.10


A molecular structure, C23H32F6N4O7S2SbV in a non-equilibrium geometry. Source: OMol25; level of theory: wB97M-V/def2-TZVPD.

Orbital gap (spin up / spin down), eV: 5.9 / 5.9
E_HOMO (spin up / spin down), eV: -13.69 / -13.69
Net charge: +2
Relative energy (zero: lowest compared OMol25 entry of this formula, charge and spin), kcal per mole: 4.16

CARTESIAN COORDINATES (ANGSTROEM)
H (5.503, -0.864, 4.181)
C (4.838, -2.623, 0.815)
C (-6.087, 2.035, 1.211)
C (0.520, -1.472, 4.737)
H (1.813, -2.057, 0.931)
H (4.659, -3.111, -0.137)
C (3.021, 3.497, 0.230)
H (-3.502, -2.320, -1.621)
C (-3.694, 1.773, -1.879)
C (6.232, -2.280, 2.743)
C (3.074, 0.912, 0.356)
O (-1.217, 1.474, 0.185)
H (6.708, -3.617, 1.135)
H (-4.592, -2.591, 0.821)
S (-0.354, -0.638, 3.290)
H (-2.463, 1.994, -3.601)
Sb (-4.076, 0.485, -0.225)
H (-3.405, 2.718, -1.416)
O (-2.323, -0.511, 0.160)
H (2.767, -1.749, -0.504)
C (-5.036, 1.926, -2.598)
F (-4.358, -1.411, 3.105)
C (-3.712, 2.605, 1.941)
H (-4.741, 0.741, 2.319)
H (-6.168, -2.925, 0.108)
H (-1.624, 1.169, -2.297)
H (1.925, 5.439, 0.376)
N (2.220, -0.045, 0.592)
C (-4.494, -1.973, -1.912)
H (-5.086, -2.852, -2.170)
C (-4.686, 1.507, 1.544)
C (5.992, -2.909, 1.531)
H (4.031, 3.785, -0.015)
H (-6.510, 2.463, 2.121)
H (-2.734, 2.212, 2.212)
C (4.157, -1.085, 2.529)
C (5.316, -1.364, 3.239)
H (-5.342, 0.993, -3.075)
F (0.712, -0.572, 5.669)
C (-2.588, 1.267, -2.797)
O (-2.102, -0.529, 5.990)
F (1.663, -1.906, 4.250)
O (0.609, 0.513, 2.954)
C (-5.198, -1.241, -0.771)
C (2.552, 2.217, 0.401)
H (-5.992, -1.590, 1.243)
H (-2.847, 0.312, -3.254)
V (0.410, 0.592, 1.066)
C (-3.752, -1.669, 4.276)
N (-1.725, -0.054, 3.544)
C (1.912, 4.363, 0.429)
H (-4.116, 3.110, 2.819)
H (7.134, -2.499, 3.298)
H (-5.845, 2.268, -1.946)
C (2.637, -1.465, 0.541)
H (-6.779, 1.259, 0.873)
O (-3.666, 0.913, 4.670)
H (-4.922, 2.672, -3.387)
H (-6.052, 2.833, 0.464)
F (-4.670, -1.911, 5.188)
H (3.450, -0.365, 2.930)
F (-2.967, -2.723, 4.115)
H (-4.404, -1.363, -2.812)
O (-0.185, -0.332, -0.539)
O (-0.266, -1.491, 2.112)
C (-5.499, -2.127, 0.432)
H (-3.598, 3.350, 1.150)
N (-1.208, 0.187, 0.061)
S (-2.774, -0.188, 4.788)
C (3.910, -1.717, 1.314)
H (-0.194, 3.875, 0.916)
F (-0.218, -2.468, 5.159)
C (0.822, 3.582, 0.704)
N (1.193, 2.255, 0.711)
H (-6.126, -0.791, -1.141)
H (4.118, 0.687, 0.159)

Löwdin atomic charge list, values in e, 6 entries: atom 1 (H): 0.11, atom 2 (C): -0.03, atom 3 (C): -0.11, atom 4 (C): -0.68, atom 5 (H): 0.11, atom 6 (H): 0.12


C23H32FN5O in the gas phase. Source: OMol25; level of theory: wB97M-V/def2-TZVPD.

Orbital gap, eV: 8.5
E_HOMO, eV: -7.86
Relative energy (zero: lowest compared OMol25 entry of this formula, charge and spin), kcal per mole: 14.73
Structure (SMILES): CCCc1cc(C(=O)N2CCC[C@@H](N3CCN(c4ccccc4F)CC3)C2)n(C)n1

CARTESIAN COORDINATES (ANGSTROEM)
H (-8.124, -3.106, 0.560)
N (-1.174, 1.125, -0.550)
H (2.651, 1.244, -2.286)
C (1.177, 0.545, -0.259)
N (5.105, 1.177, -0.087)
N (2.562, 0.965, -0.225)
H (-6.692, -1.582, -0.801)
H (-0.674, -1.498, -0.099)
H (4.224, -0.966, -1.502)
H (1.207, -0.377, -2.220)
F (6.590, 0.359, 2.111)
C (5.124, -2.533, -0.388)
H (0.352, 1.988, -1.670)
C (6.351, -1.897, 1.555)
C (-2.028, 1.646, 0.360)
C (-0.467, -1.138, -1.109)
C (-6.242, -2.265, -0.077)
C (0.980, -0.658, -1.190)
C (3.057, 1.689, -1.378)
H (1.666, -1.453, -0.896)
C (-5.962, -1.498, 1.220)
H (-1.229, 0.353, -2.466)
H (-6.901, -1.128, 1.634)
O (-1.738, 2.633, 1.023)
C (-7.172, -3.447, 0.160)
H (0.930, 0.218, 0.759)
H (4.959, 0.888, -2.140)
C (5.302, -0.177, 0.173)
N (-5.523, 0.905, 0.907)
C (2.956, 1.618, 1.011)
H (6.095, -3.926, 0.925)
H (4.930, 1.804, 1.908)
H (6.950, -2.128, 2.421)
C (-1.417, 0.015, -1.438)
H (-3.030, -1.199, 0.765)
C (6.071, -0.577, 1.273)
H (2.774, 0.911, 1.825)
H (2.756, 2.750, -1.354)
C (0.170, 1.649, -0.644)
H (-5.297, -2.620, -0.497)
H (-7.360, -3.978, -0.771)
C (4.840, -1.206, -0.652)
H (4.597, 3.018, 0.674)
H (-0.634, -1.960, -1.807)
C (-5.064, -0.336, 0.975)
C (5.876, -2.891, 0.716)
H (5.037, 2.565, -1.601)
H (0.244, 2.500, 0.036)
C (-3.681, -0.348, 0.741)
H (-2.458, -0.298, -1.365)
C (-4.661, 3.105, 0.527)
H (-5.591, 3.374, 1.022)
H (-3.820, 3.621, 0.989)
N (-4.484, 1.688, 0.663)
C (4.459, 1.967, 0.942)
C (4.602, 1.583, -1.381)
H (-6.732, -4.143, 0.870)
H (4.743, -3.297, -1.050)
C (-3.337, 0.979, 0.530)
H (-4.722, 3.388, -0.528)
H (-5.499, -2.171, 1.945)
H (2.373, 2.532, 1.212)

Löwdin atomic charge list, values in e, 6 entries: atom 1 (H): 0.07, atom 2 (N): -0.04, atom 3 (H): 0.11, atom 4 (C): -0.29, atom 5 (N): -0.10, atom 6 (N): -0.14


A molecular structure, C23H32IN7O6Ti in a non-equilibrium geometry. Source: OMol25; level of theory: wB97M-V/def2-TZVPD.

Orbital gap (spin up / spin down), eV: 8.0 / 5.6
E_HOMO (spin up / spin down), eV: -7.71 / -7.72
Spin multiplicity: 3
Relative energy (zero: lowest compared OMol25 entry of this formula, charge and spin), kcal per mole: 0.50

CARTESIAN COORDINATES (ANGSTROEM)
Ti (-0.193, -0.044, -0.146)
H (-0.472, -2.547, -3.175)
C (-0.861, -1.465, 3.785)
H (4.041, 1.100, 2.140)
C (-3.341, 2.908, -0.509)
H (-3.921, 2.009, -0.296)
N (-1.859, -3.430, -0.274)
H (2.787, -3.029, 0.902)
N (-0.745, 3.833, -1.294)
O (-2.033, -0.302, 0.618)
H (5.679, -0.571, 1.289)
C (-2.298, 2.513, 1.684)
I (-1.138, 0.419, -2.785)
H (-0.244, 3.836, -3.308)
C (4.916, -1.298, 0.999)
H (3.604, -0.359, 3.066)
H (-1.335, 2.281, 2.130)
N (1.993, 0.340, -0.403)
H (-0.781, 5.889, -1.564)
C (2.788, -0.666, -0.055)
C (-1.141, -3.071, -2.515)
O (-2.873, -2.258, 4.911)
C (3.095, 4.304, 0.408)
C (-0.751, -0.890, 2.447)
N (2.749, -1.804, -0.790)
H (1.070, 4.363, -2.221)
C (0.241, 3.661, -2.346)
H (4.957, -2.133, 1.702)
O (-0.169, -2.006, -0.670)
H (0.621, 2.645, -2.342)
C (2.404, 1.662, -0.155)
H (3.359, 5.323, 0.660)
H (3.276, -1.982, -2.817)
H (-2.752, 3.358, 2.211)
C (-3.061, -1.328, 2.651)
H (-1.887, -3.757, -2.886)
H (-1.959, 5.279, -0.393)
C (-1.483, 5.080, -1.349)
H (-3.093, 2.899, -1.567)
C (2.397, -1.773, -2.199)
H (-2.637, -3.963, -0.620)
H (0.999, 4.610, 0.747)
H (-1.876, -3.131, 0.691)
O (0.292, -0.477, 1.801)
N (0.073, 2.141, 0.137)
C (-0.899, 2.948, -0.282)
H (-2.246, 5.073, -2.132)
H (1.982, -0.806, -2.466)
C (-1.035, -2.798, -1.111)
H (5.145, -1.661, 0.001)
H (2.352, 0.520, 2.202)
N (3.624, -0.636, 1.012)
H (4.492, 1.374, -0.542)
H (-2.953, 1.649, 1.777)
C (3.727, 2.085, -0.250)
H (1.647, -2.538, -2.402)
C (4.075, 3.399, 0.028)
H (-3.947, 3.787, -0.277)
C (-1.988, -0.811, 1.817)
H (5.109, 3.708, -0.045)
C (3.392, 0.221, 2.166)
N (-2.123, 2.858, 0.283)
H (1.969, -3.704, -0.505)
C (2.830, -3.118, -0.180)
C (1.768, 3.903, 0.458)
C (1.403, 2.599, 0.134)
H (3.740, -3.654, -0.462)
O (-4.241, -1.424, 2.396)
O (0.004, -1.680, 4.598)
C (-2.357, -1.767, 3.949)

Löwdin atomic charge list, values in e, 6 entries: atom 1 (Ti): 0.80, atom 2 (H): 0.02, atom 3 (C): -0.28, atom 4 (H): 0.09, atom 5 (C): -0.05, atom 6 (H): 0.10